Record 1
Entry from OMol25: 2 unconnected molecules or ions with the total composition C2H7N3 at a distorted geometry (wB97M-V/def2-TZVPD).

Each line ends with the Mulliken charge.
Positions of all 12 atoms, in Å:
C  -1.91860  -0.30242  -0.61845  -0.53
C  0.57081  0.14429  1.33679  -0.37
N  0.18000  0.24985  -1.07208  -0.81
N  2.24111  0.72784  -0.15006  -0.76
N  0.87402  0.39798  0.01591  0.80
H  -1.71694  -0.78786  0.33867  0.22
H  -2.29262  0.74866  -0.58566  0.25
H  -2.35374  -0.78191  -1.50066  0.27
H  -0.46866  -0.06308  1.46910  0.14
H  1.16946  0.48003  2.16811  0.28
H  2.68297  1.17513  -0.97348  0.27
H  2.86494  -0.10283  0.15926  0.25

Forces on the atoms, in the same order (eV/Å):
C 2.7 2.6 -0.4
C -0.3 0.5 -2.2
N -1.9 -0.5 0.9
N 2.9 -1.5 1.1
N -0.6 -0.8 1.1
H -0.6 -0.2 -0.7
H 0.4 -1.0 0.4
H 0.8 -0.4 0.4
H -0.1 -0.2 0.3
H 0.3 0.1 -0.5
H -1.9 -0.6 0.2
H -1.8 1.9 -0.7

Summary:
Charge: 0
ΔE to the lowest compared entry with this formula, charge and spin in kJ/mol: 668.6
M in g/mol: 73.1
E_HOMO (alpha / beta) in eV: -7.44 / -7.46
F_max in eV/Å: 3.8
Gap between HOMO and LUMO (alpha / beta) in eV: 7.69 / 7.71
LUMO energy (alpha / beta) in Eh: 0.0089 / 0.0091



Record 2
Entry from OMol25: 2 unconnected molecules or ions with the total composition C2H7N3 at a distorted geometry (wB97M-V/def2-TZVPD).

Each line ends with the Mulliken charge.
Positions of all 12 atoms, in Å:
C  -3.68316  -1.10129  -2.44257  -0.24
C  2.65129  1.45659  0.94960  -0.54
N  -3.49118  -2.22011  -1.90372  -0.45
N  1.84974  0.76301  2.00014  -0.03
N  2.51216  0.09472  2.79858  -0.44
H  -2.61088  -2.31771  -1.39587  0.24
H  1.89377  -0.37292  3.47813  0.24
H  -4.68213  -0.86742  -2.79354  0.24
H  -2.89274  -0.43263  -2.79819  0.22
H  2.64510  2.51457  1.21246  0.23
H  2.11362  1.34774  0.00787  0.24
H  3.69440  1.13546  0.88710  0.31

Forces on the atoms, in the same order (eV/Å):
C 0.4 -0.3 -1.1
C -0.2 -0.1 0.8
N -0.7 0.0 1.6
N 0.2 -0.2 0.0
N 0.5 0.2 -0.7
H 0.4 -0.1 -0.9
H -0.3 0.4 -0.2
H -0.2 0.0 -0.2
H 0.0 0.4 0.7
H -0.1 0.1 0.0
H 0.1 -0.1 0.0
H -0.2 -0.3 0.1

Summary:
Charge: 0
ΔE to the lowest compared entry with this formula, charge and spin in kJ/mol: 279.3
M in g/mol: 73.1
E_HOMO in eV: -9.17
F_max in eV/Å: 1.7
Gap between HOMO and LUMO in eV: 10.23
LUMO energy in Eh: 0.0391
SMILES: [H]/N=N/C.C=N